1.
105
Properties=species:S:1:pos:R:3 method="wB97M-V/def2-TZVPD" orbital_gap_ev=8.323 e_above_lowest_kj_mol=0.0 total_charge=+2
Sn -1.2036 -1.1394 -1.0164
Cl -2.1036 8.2726 1.1878
Cl 2.5500 9.7737 -2.3510
Cl 1.8492 4.5313 -1.4556
S 0.1616 7.0555 2.6725
Si 0.4081 -3.6570 1.8767
O -1.0639 -2.0238 -2.7691
O -2.4037 5.4997 -0.9156
O 1.1769 -3.3225 0.4801
N 1.0611 -0.6421 -1.4154
N -1.7918 0.9372 -1.7446
N -1.8729 3.0093 -2.4509
N -0.3232 -1.9480 2.3872
N 0.0678 0.7694 0.9039
C 1.3428 -4.8609 4.3310
C 3.4778 -4.3211 5.2965
C -2.5273 -1.2606 -4.5462
C 3.7350 -3.4500 4.2452
C 1.4849 8.4425 -2.0915
C 1.5715 -3.9758 3.2736
C -1.1481 5.1156 -1.4339
C -1.7852 -4.6884 0.4651
C 3.3212 -3.6302 -0.5569
C 2.0212 7.1788 -1.8943
C 2.7930 -3.2850 3.2441
C -1.5047 5.5956 1.3640
C -1.8868 -5.0548 2.8384
C 0.1137 8.6444 -2.0837
C -0.5780 4.7155 1.9943
C -1.0791 1.9759 -2.1524
C -1.3850 4.3577 -2.7408
C 1.9709 -0.2035 -0.3358
C 1.1507 6.1268 -1.6865
C -1.1477 -1.7668 -4.1654
C -3.0256 -5.2893 0.3179
C -2.6150 5.1556 0.4584
C 0.5124 -0.7779 2.8483
C 1.2266 -4.5003 -1.6414
C -3.6956 -5.7761 1.4314
C -1.1863 -4.5697 1.7257
C -0.0143 0.5570 2.3450
C -3.1685 2.6251 -2.2156
C 1.9669 -4.2819 -0.3331
C 1.4153 1.0136 0.3777
C 0.3734 5.3605 2.7221
C -3.1119 1.3360 -1.7855
C -1.2158 6.8951 1.6693
C -0.2290 6.2901 -1.6571
C 2.1390 -5.6023 0.4032
C 2.2869 -5.0296 5.3342
C -0.7307 7.5687 -1.8658
C -3.1287 -5.6536 2.6921
C -0.0507 -0.8129 -4.6139
H 1.1357 -0.0513 -2.2410
H 2.1124 1.3210 1.1651
H 2.0955 -5.7253 6.1399
H -3.6514 -6.0290 3.5614
H 2.0653 -1.0470 0.3471
H -4.6602 -6.2524 1.3172
H 3.2422 -2.6692 -1.0697
H 1.3676 1.8512 -0.3224
H -3.4666 -5.3831 -0.6656
H 3.9418 -4.2779 -1.1763
H 3.0275 -2.6307 2.4100
H 4.6735 -2.9134 4.2022
H -0.9841 -2.7318 -4.6559
H 1.5542 -0.9614 2.5961
H 2.9646 0.0209 -0.7299
H 2.7019 -5.4880 1.3286
H -2.7408 4.0686 0.5415
H -1.0683 0.6289 2.6298
H 4.2136 -4.4580 6.0776
H -0.6483 3.6377 1.9192
H -1.0105 -1.6433 1.6908
H 1.3245 -1.5737 -1.7343
H -0.0060 2.0295 -2.2416
H -0.8822 -2.2677 3.1820
H -1.2762 -4.3183 -0.4163
H -0.1868 0.1711 -4.1516
H 0.4552 -0.7523 3.9352
H -1.8012 7.7181 -1.8353
H -3.5573 5.6299 0.7279
H 0.9404 -3.5620 -2.1189
H 0.4418 -5.4565 4.3699
H -0.2839 9.6370 -2.2410
H 3.8370 -3.4710 0.3901
H -3.9190 0.6765 -1.5135
H 3.0903 7.0244 -1.9039
H -3.2951 -1.9373 -4.1713
H -0.5129 1.5690 0.6813
H 0.9364 -1.2055 -4.3584
H -0.0760 -0.6712 -5.6948
H -0.6533 4.4280 -0.7403
H -2.6306 -1.1963 -5.6299
H -0.4610 4.2688 -3.3097
H 1.1734 -6.0700 0.6185
H -2.1248 4.8749 -3.3488
H 1.8683 -5.0494 -2.3310
H -1.4751 -4.9678 3.8357
H 2.6871 -6.2915 -0.2396
H -2.7013 -0.2637 -4.1328
H 1.1800 4.9365 3.2979
H -3.9961 3.2947 -2.3712
H 0.3253 -5.0928 -1.4893
H 0.5125 1.3424 2.9026

2.
113
Properties=species:S:1:pos:R:3 method="wB97M-V/def2-TZVPD" orbital_gap_ev=4.210 e_above_lowest_kj_mol=200.7 total_charge=0
O 1.0705 -7.0836 -0.5197
O 0.4931 -0.4892 -0.1678
O -0.0644 -0.8073 3.6992
O 2.8516 5.5374 -0.4429
O -6.6700 3.2804 -3.2846
O -8.5587 2.8276 1.9399
O 4.9984 -0.7112 -3.8735
O 4.9929 4.1868 -5.9155
O -7.8398 4.0712 -1.5142
O -0.9692 0.9493 -0.9346
O -1.6533 -0.9652 -0.1455
O -6.6389 3.8978 2.0772
O 6.8200 -1.8232 -3.8595
O 5.7860 3.2094 -4.1143
N -6.7643 3.9111 -2.1659
N -0.7321 -0.2049 -0.4470
N 4.7769 3.4133 -5.0186
N 1.3032 -6.1292 0.3143
N -1.3680 1.0074 3.7207
N 1.4316 4.4913 0.9937
N -7.2970 2.8990 1.9135
N 5.7622 -1.4628 -3.3061
C -0.6127 -5.0342 -0.7490
C 1.5832 -4.0100 -0.9128
C 5.5173 -1.6677 -1.9551
C 1.1552 3.4227 0.0631
C 1.5832 1.7092 -3.5561
C 0.5523 2.2208 -4.3027
C 3.0222 2.1367 -3.5601
C -7.4404 0.3747 1.2031
C 1.6077 -4.1237 2.3062
C -6.7038 1.6925 1.4357
C 3.3742 3.0492 -4.7966
C 0.6394 -4.8305 -0.0241
C 2.6049 -7.8504 1.7001
C 3.8227 -5.8595 0.6016
C -4.5869 0.5139 0.3821
C -5.4484 5.4023 -0.3023
C -0.8660 0.0198 3.1097
C -2.8336 4.1817 -1.2828
C 4.3460 -1.1026 -1.1529
C -2.3340 1.7716 2.9484
C -5.2180 1.7478 0.9251
C -4.1566 5.6919 0.3604
C 6.3907 -2.6889 0.4918
C 2.0069 -5.5935 2.5626
C -6.7620 -0.8096 0.7218
C 2.4519 -6.3101 1.2707
C -1.0608 1.4062 5.1530
C -5.2996 -0.7067 0.2637
C 6.5324 -2.4742 -1.1079
C 2.3621 5.4349 0.6661
C 4.2027 -1.1887 0.3479
C 0.7480 3.1561 -5.4041
C 2.1518 3.5945 -5.6548
C -2.9007 5.0064 -0.1139
C 5.3810 -2.0076 1.0797
C 0.5820 4.6297 2.2003
C -5.4935 4.3513 -1.5136
C 0.3600 -4.0190 1.2580
C -4.1448 3.7542 -1.9903
H 1.9680 2.8581 -0.0616
H 0.0547 1.7399 5.3842
H 4.6929 -6.1967 1.2063
H -7.3832 -1.9149 0.5509
H -3.1938 1.1911 2.9644
H 1.1578 -5.8965 2.8145
H -1.0906 0.6226 5.6034
H -1.9168 3.5495 -1.5375
H 3.7776 -0.5424 -1.8323
H -4.1894 3.0503 -2.6755
H -0.4054 -5.6376 -1.6765
H -2.0663 4.9857 0.3632
H -0.4392 1.9132 -3.9367
H 7.4478 -2.7841 -1.5664
H 4.0559 -4.9679 0.3781
H -4.5747 2.5809 1.0540
H 0.9232 3.8043 -0.8652
H 1.1678 1.2226 -2.7288
H -1.3346 -5.4527 0.0640
H 0.2057 -2.9291 1.0828
H -1.8157 1.9889 5.3827
H 2.3458 -3.4446 -0.5199
H -2.0036 1.8363 1.9614
H 3.8986 -6.7272 -0.3687
H 0.2322 2.9816 0.3742
H 3.7896 1.8297 -2.9222
H 0.0206 3.4830 -6.1467
H 0.7757 -3.6634 -1.4853
H 1.2393 -3.7839 3.2529
H 3.3295 -7.8536 2.4796
H -0.8894 -4.1822 -1.1340
H 2.5733 4.3145 -6.6091
H 6.9599 -3.2079 1.0588
H -0.2156 3.8109 2.4460
H 2.6428 -5.7607 3.5018
H 5.3209 -2.2325 2.1178
H -0.5533 -4.4245 1.9074
H -6.4068 5.9317 0.0162
H -4.1103 6.2451 1.2891
H 1.2580 4.4431 2.9739
H 1.7071 -8.2321 2.1843
H -2.6388 2.6704 3.3989
H 2.6626 -8.3427 0.8067
H -8.4745 0.3592 1.3582
H -4.9017 -1.5570 -0.0885
H 2.4765 6.3863 1.3190
H 2.3457 -3.4946 1.9775
H -1.2497 -0.1321 1.8698
H 0.2218 5.6088 2.3096
H 3.3107 -0.7222 0.8223
H -3.6032 0.3302 0.0369
H 2.0481 -4.6512 -1.7765

3.
110
Properties=species:S:1:pos:R:3 method="wB97M-V/def2-TZVPD" orbital_gap_ev="5.512 / 5.509" total_charge=+3
W 0.2058 0.6984 -1.7195
Cl -1.5979 0.8663 -3.7466
Cl -3.5807 0.4281 -1.5703
S -2.6768 6.7261 -0.9770
S -1.1064 -0.9678 7.1710
P 2.4081 -1.4923 -0.9002
P -0.4308 -2.5555 -1.3802
O 3.7106 -2.2183 -1.2844
O -1.5999 -2.9819 -0.4682
O 2.7994 -0.5400 0.2553
O -0.7415 -1.1607 -1.8885
O 1.8396 -0.6189 -2.0230
O -2.0879 1.5114 7.0614
O -0.1712 -3.5552 -2.5364
N -0.8210 2.6056 -1.4002
N 1.4814 1.2485 -3.9336
N 1.8643 2.0684 -1.8459
N -4.8507 6.6808 3.0137
C 2.4422 2.8423 -0.9165
C 3.6524 -0.8844 1.4232
C -1.9934 -4.2785 0.1632
C -0.3606 0.6741 5.0743
C -1.1007 -1.5627 4.5252
C 3.1810 3.0596 -3.5587
C -2.1474 4.1349 -0.1049
C -0.1655 0.9374 3.7354
C -4.8498 6.3182 0.6473
C -1.5520 2.9138 -0.3041
C -2.2356 -3.3112 -3.8952
C -3.3407 0.5862 -3.2850
C -0.6941 3.5856 -2.3325
C -0.4232 -0.0524 2.7737
C 3.6167 0.3287 2.3174
C -0.2168 0.2134 1.4018
C -0.8838 -1.3118 3.1868
C -2.0041 5.1430 -1.0645
C -5.4685 6.3258 1.8913
C 1.0991 -2.6307 -0.4054
C -0.7454 -3.5666 -3.9157
C -2.8662 -5.0531 -0.7914
C -2.8636 7.0987 1.7447
C 3.7727 3.8779 -2.6030
C -0.7911 -5.0581 0.6412
C 3.1514 -2.1373 2.1025
C -1.9293 0.5616 7.7633
C 5.5061 -3.7163 -1.7567
C -1.2438 4.8266 -2.2093
C -2.3410 0.4279 9.1973
C 3.3825 -3.7915 -3.1319
C 3.4094 3.7610 -1.2659
C 4.0039 -3.5953 -1.7733
C -0.8421 -0.5743 5.4796
C 0.0212 -2.5862 -4.7742
C 2.2354 2.1565 -3.1281
C -0.0395 0.4160 0.2017
C -3.5181 6.7004 0.5904
C -3.5821 7.0673 2.9344
H 3.7809 -3.0636 -3.8400
H 1.0936 -2.7697 -4.7294
H -3.3112 -5.8914 -0.2550
H -5.3950 6.0358 -0.2429
H 5.9059 -3.5305 -0.7613
H -0.2962 -2.7055 -5.8102
H -2.7231 4.2970 0.7952
H 1.9394 0.3385 -3.9617
H -1.1437 -5.9559 1.1485
H -0.5390 -4.5874 -4.2298
H -0.1871 -4.4965 1.3548
H 4.5206 4.6000 -2.9026
H 3.8663 1.2292 1.7568
H 3.8618 4.3828 -0.5071
H 4.6520 -1.0361 1.0152
H -1.8364 7.4368 1.7254
H -1.6608 2.1329 0.4312
H 1.4562 -3.6618 -0.4162
H 2.2961 -3.7079 -3.0917
H 3.5635 -4.2699 -1.0350
H -2.5815 -3.9305 1.0105
H -0.1488 1.4346 5.8107
H 3.6288 -4.7890 -3.4958
H 3.1875 -3.0126 1.4485
H -0.1883 -1.5611 -4.4658
H -1.4863 -2.5208 4.8479
H -2.6642 1.3961 9.5696
H -3.6750 -4.4339 -1.1753
H -2.2823 -5.4595 -1.6186
H 5.7864 -4.7265 -2.0538
H -0.1340 3.3387 -3.2242
H 2.0962 2.7096 0.1005
H -1.1044 -2.0681 2.4422
H 5.9537 -3.0133 -2.4589
H 4.3559 0.2119 3.1092
H -3.1646 -0.2843 9.2675
H -2.7764 -4.0915 -3.3671
H 0.1989 1.9060 3.4178
H -1.5157 0.0446 9.7976
H 3.4530 3.1199 -4.6037
H 2.6318 0.4452 2.7734
H -2.5993 -3.2895 -4.9228
H -2.4570 -2.3482 -3.4310
H -3.6292 -0.3257 -3.7939
H -6.5084 6.0365 1.9856
H -1.1001 5.5548 -2.9963
H 0.8305 -2.3743 0.6213
H 1.3531 1.5694 -4.8878
H -0.1729 -5.3850 -0.1986
H -3.8703 1.4530 -3.6623
H 2.1372 -1.9946 2.4855
H -3.1137 7.3729 3.8626
H 3.7961 -2.3505 2.9553

4.
103
Properties=species:S:1:pos:R:3 method="wB97M-V/def2-TZVPD" orbital_gap_ev=4.406 e_above_lowest_kj_mol=0.0 total_charge=-1
S 1.2430 -2.5249 1.1374
P -0.0327 1.4787 -2.3513
Si -0.5799 -2.2292 2.0068
Na 1.2271 -0.2976 -0.4161
O -1.0730 -0.6460 1.8555
O -1.8623 -3.0737 1.3668
O -0.6743 -2.6266 3.6233
N 3.6404 -0.2119 -0.1818
N 3.4959 1.3903 3.1269
N 5.2807 -0.2511 1.2872
N 1.9436 1.3214 1.5606
C 0.2607 1.1117 -5.7553
C 2.3825 0.6058 -3.2979
C -1.4293 5.4800 -0.4880
C -3.6495 0.6764 -3.9792
C -1.1589 -5.3305 1.9835
C 0.9308 -1.0435 4.5378
C 4.6858 -0.9211 -0.7030
C -1.0690 0.9608 -5.0684
C -3.2556 -0.8709 2.9966
C -2.1807 0.6773 -5.8648
C -1.1157 4.1844 -2.5195
C -0.5478 -2.4703 5.9639
C -1.9396 -4.4520 1.0100
C -0.5244 3.2717 -0.3681
C 4.0173 0.1708 1.0095
C 1.5972 1.7920 -3.0305
C -2.9866 0.1820 0.7319
C 1.8856 -0.6838 -3.2289
C 0.2608 -2.4109 4.6717
C 3.1556 0.9461 1.8871
C -1.2650 1.0975 -3.6841
C -2.3431 -0.0396 2.0968
C -1.5190 5.3461 -1.8661
C 1.4811 2.0425 2.6308
C -1.4156 -4.6234 -0.4129
C 4.2562 2.1337 -3.7762
C -0.9209 4.4385 0.2684
C -2.0804 1.3038 2.7700
C -3.4226 -4.8060 1.0728
C -2.5552 0.9378 -3.1723
C 2.1563 3.0652 -3.1268
C 1.3068 -3.5223 4.6551
C -0.6122 3.1193 -1.7511
C -1.2139 4.1260 -4.0187
C 3.7483 0.8698 -3.6716
C 3.4702 3.2716 -3.5057
C 5.7152 -0.9606 0.1875
C -3.4574 0.5417 -5.3451
C 2.4215 2.1027 3.6114
H -4.1869 -0.3228 3.1595
H 0.9672 0.3590 -5.4004
H -0.1216 2.4485 0.2116
H -1.9860 -3.9920 -1.0966
H 0.4938 2.4692 2.6415
H -1.5484 1.1591 3.7117
H 0.7178 2.0819 -5.5628
H 5.7976 -0.1184 2.1362
H -3.9647 0.6617 0.8241
H -1.0587 -3.4317 6.0361
H -2.7815 -1.0565 3.9613
H -3.5910 -5.8426 0.7729
H 4.6222 -1.3548 -1.6852
H 5.2929 2.2593 -4.0748
H -2.3363 0.8243 0.1338
H -1.2886 -6.3819 1.7156
H -0.3164 3.6817 -4.4491
H -4.2918 0.3280 -6.0020
H 4.3824 0.0197 -3.9047
H -4.6341 0.5674 -3.5419
H 0.8145 -4.4916 4.7608
H 2.0119 -3.3976 5.4819
H 0.8256 -0.8959 -3.1439
H -3.1000 -0.7759 0.2221
H 1.6102 -0.8677 5.3771
H 2.4242 2.5542 4.5868
H -1.3345 5.1291 -4.4298
H -2.7061 1.0274 -2.1025
H -1.5132 -5.1750 3.0035
H -1.7510 6.3988 -0.0126
H 6.6907 -1.4109 0.1499
H -0.0944 -5.0927 1.9442
H -2.0294 0.5711 -6.9334
H -3.0219 1.8196 2.9741
H 1.5467 3.9266 -2.8754
H 4.3507 1.2110 3.6204
H -3.7962 -4.6698 2.0895
H -0.8356 4.5284 1.3449
H -3.4831 -1.8322 2.5415
H -1.5175 -5.6654 -0.7299
H -3.9856 -4.1519 0.4048
H -1.3000 -1.6792 5.9726
H -1.9053 6.1685 -2.4583
H 3.8848 4.2691 -3.5650
H -2.0627 3.5193 -4.3387
H 0.0999 -2.3481 6.8355
H 1.8501 -3.5068 3.7105
H -1.4822 1.9369 2.1172
H 1.4950 -0.9878 3.6048
H -0.3679 -4.3302 -0.4662
H 0.1319 0.9963 -6.8323
H 0.1761 -0.2550 4.5292
H 2.5280 -1.5311 -3.4361